Below is a cluster of 3 separate species, C23H32F6I2N3O9S in total at a distorted geometry, with properties calculated with the ωB97M-V functional and the def2-TZVPD basis.

Computed properties:
E_tot: -90598.7722 eV
frontier orbital gap: 6.49 eV
molecular weight: 894.38 g/mol
net charge: +1
HOMO energy: -11.1 eV

Geometry (Å):
1 C -0.8755 6.4761 1.1996
2 C -0.9632 5.2207 0.2788
3 C -0.9269 5.3917 -1.2858
4 N -1.0340 4.0002 0.7093
5 O -0.4362 3.8990 1.9888
6 C 0.8780 3.4484 1.8702
7 O 1.7267 4.2323 1.5599
8 C 1.3031 1.9896 2.1729
9 C 2.1705 1.6923 3.3089
10 C 2.5449 0.3175 3.5523
11 C 3.5128 -0.0040 4.7389
12 C 4.7982 -0.8322 4.3050
13 C 5.2550 -0.6197 2.8168
14 S 5.8773 1.0824 2.4814
15 O 7.3231 1.1086 2.6305
16 O 5.2743 2.0874 3.3531
17 O 5.4996 1.4098 0.9040
18 N 2.0710 -0.7213 2.7637
19 C 1.2463 -0.5453 1.6692
20 C 0.7945 -1.7581 0.8078
21 I 1.0810 -3.6902 1.7554
22 C -0.7506 -1.6956 0.2957
23 C -0.6702 -1.4458 -1.3044
24 I -1.8114 -3.5934 0.5306
25 C 0.8606 0.8372 1.3369
26 N 0.0421 1.1786 0.1913
27 H -1.0491 7.3798 0.5692
28 H 0.1917 6.5257 1.5689
29 H -1.5197 6.4186 2.1090
30 H -1.2034 4.4008 -1.7370
31 H 0.1305 5.6336 -1.5657
32 H -1.6334 6.2093 -1.5769
33 H 2.5700 2.4673 4.0037
34 H 3.8998 0.9808 5.1247
35 H 2.9806 -0.4719 5.6127
36 H 5.6265 -0.5453 5.0112
37 H 4.6566 -1.9387 4.4472
38 H 4.5082 -0.9184 2.0395
39 H 6.1472 -1.2905 2.6532
40 H 4.5218 1.3985 0.8415
41 H 2.4203 -1.6461 3.0548
42 H 1.4590 -1.7634 -0.1029
43 H -1.3221 -0.8265 0.7019
44 H 0.1975 -0.7633 -1.5311
45 H -0.4591 -2.4054 -1.8409
46 H -1.6105 -1.0105 -1.7187
47 H -0.9114 1.4108 0.5003
48 H 0.4492 2.0115 -0.2495
49 C -8.4812 -4.2627 0.4708
50 C -7.2671 -4.1125 1.3647
51 O -6.3641 -3.1229 0.8398
52 C -6.6718 -1.8486 1.1060
53 O -7.6253 -1.4934 1.7355
54 C -5.6051 -0.9154 0.5315
55 F -5.2600 -1.2426 -0.7271
56 F -4.4707 -0.9472 1.2623
57 F -6.0042 0.3615 0.4962
58 H -8.1765 -4.4802 -0.5550
59 H -9.1234 -5.0684 0.8278
60 H -9.0656 -3.3418 0.4421
61 H -6.7143 -5.0518 1.3949
62 H -7.5493 -3.8708 2.3909
63 C 1.5658 0.3441 -6.9250
64 C 1.5932 -1.1043 -7.3689
65 O 2.1734 -1.9404 -6.3518
66 C 1.3618 -2.3005 -5.3545
67 O 0.2118 -1.9775 -5.2570
68 C 2.0965 -3.2225 -4.3807
69 F 3.3274 -2.7726 -4.0742
70 F 2.2585 -4.4560 -4.8867
71 F 1.4402 -3.3654 -3.2172
72 H 2.5655 0.6745 -6.6354
73 H 1.2000 0.9847 -7.7280
74 H 0.9203 0.4774 -6.0551
75 H 2.2245 -1.2063 -8.2515
76 H 0.5985 -1.4618 -7.6403

***

Below is a structure of composition C13H4Cl5NO8RuS4SbSe, with properties calculated with the ωB97M-V functional and the def2-TZVPD basis.

Computed properties:
E_tot: -211835.3582 eV
expectation value of S²: 8.78
2S+1: 6
frontier orbital gap (spin up / spin down): 7.13 / 6.10 eV
molecular weight: 909.50 g/mol
net charge: -2
HOMO energy (spin up / spin down): -3.4 / -3.4 eV

Geometry (Å):
1 Ru 0.1621 1.3737 -2.1508
2 S 4.0671 4.8639 -3.0097
3 Sb 3.2294 3.1208 -1.8674
4 S 1.7954 1.8076 -3.6605
5 S 0.7355 3.5951 -1.9477
6 Cl -2.1604 -5.8839 -1.4226
7 C -1.4630 -4.3233 -1.6897
8 C -2.1470 -3.3610 -2.4288
9 Cl -3.6993 -3.7333 -3.0861
10 C -1.5920 -2.1083 -2.6507
11 Cl -2.4078 -0.9155 -3.5676
12 C -0.3210 -1.7719 -2.1414
13 O 0.2429 -0.6320 -2.3601
14 C 0.3556 -2.7656 -1.3969
15 Cl 1.9093 -2.3684 -0.7776
16 C -0.2063 -4.0154 -1.1760
17 Cl 0.6611 -5.1980 -0.2638
18 O -3.9017 1.3777 -1.2466
19 Se -2.5297 2.1945 -1.4087
20 O -1.2454 1.3026 -0.6841
21 O -1.8869 2.0994 -2.9508
22 O -2.5398 3.6963 -0.8416
23 O 3.6899 1.7571 3.5175
24 S 2.4891 2.2927 2.9202
25 O 2.0682 3.5909 3.3784
26 N 2.5629 2.2199 1.2997
27 C 1.7062 1.3331 0.8163
28 O 1.6162 0.9980 -0.3871
29 C 0.8491 0.6691 1.8530
30 C -0.1492 -0.2672 1.6610
31 C -0.8172 -0.7409 2.7834
32 C -0.4866 -0.2859 4.0587
33 C 0.5196 0.6569 4.2429
34 C 1.1681 1.1158 3.1158
35 H -0.4140 -0.5840 0.6611
36 H -1.6143 -1.4641 2.6643
37 H -1.0274 -0.6672 4.9163
38 H 0.7812 1.0209 5.2279

***

Below is the molecule C4H4I2O at a distorted geometry, with properties calculated with the ωB97M-V functional and the def2-TZVPD basis.

Computed properties:
E_tot: -22456.8609 eV
frontier orbital gap (spin up / spin down): 7.34 / 7.34 eV
molecular weight: 321.88 g/mol
net charge: 0
HOMO energy (spin up / spin down): -8.1 / -8.1 eV

Geometry (Å):
1 C 0.5037 0.0691 1.2703
2 C -0.6117 0.4662 0.7232
3 C 1.2445 -0.8360 -0.8306
4 C -0.7242 0.3615 -0.8297
5 O 0.5560 0.1906 -1.3402
6 I 1.2530 0.2663 3.2212
7 I -2.4826 1.0752 1.6739
8 H 2.2699 -0.9326 -1.1380
9 H 0.5366 -1.4854 -0.3177
10 H -1.4342 -0.3856 -1.0356
11 H -1.1110 1.2105 -1.3968

***

Below is a cluster of 2 separate species, C4H12NPS in total at a distorted geometry, with properties calculated with the ωB97M-V functional and the def2-TZVPD basis.

Computed properties:
E_tot: -25952.7974 eV
frontier orbital gap (spin up / spin down): 8.15 / 5.66 eV
molecular weight: 137.19 g/mol
net charge: 0
HOMO energy (spin up / spin down): -8.6 / -7.1 eV

Geometry (Å):
1 C 1.6982 -0.7615 3.1961
2 C -2.2535 1.4005 -0.0531
3 C -1.6434 1.4603 -2.2163
4 C 1.4297 -1.7769 2.1256
5 N -1.1759 1.7855 -0.8930
6 P 0.4155 1.6286 -0.4162
7 S -0.0926 -1.4596 1.2082
8 H 2.6168 -1.0168 3.7552
9 H 1.9636 0.3006 2.8438
10 H 0.8942 -0.6138 3.7839
11 H -2.1954 0.3873 0.2364
12 H -2.4588 2.0136 0.8937
13 H -3.1407 1.5199 -0.5931
14 H -0.9129 0.7254 -2.6720
15 H -2.6123 0.9708 -2.1052
16 H -1.5732 2.4323 -2.7981
17 H 1.1320 -2.8193 2.6745
18 H 2.1329 -1.8229 1.3862
19 H 0.2246 1.4064 0.9344